Density functional theory data (wB97M-V/def2-TZVPD) for 2 unconnected molecules or ions with the total composition C15H24NO.

Last columns: bonded neighbours and bond lengths (Å).
Cartesian coordinates (Å):
1 C -3.74 1.41 -1.56  O2 1.444, H11 1.091, H12 1.099, H13 1.098
2 O -2.89 0.66 -0.66  C1 1.444, C3 1.302
3 C -1.77 1.15 -0.21  O2 1.302, C4 1.418, H14 1.101
4 C -0.91 0.33 0.56  C3 1.418, C5 1.418, C10 1.428
5 C 0.27 0.94 1.08  C4 1.418, C6 1.382, H15 1.090
6 C 1.15 0.19 1.84  C5 1.382, C7 1.405, H16 1.093
7 C 0.89 -1.16 2.10  C6 1.405, C8 1.498, C9 1.407
8 C 1.86 -1.95 2.94  C7 1.498, H17 1.094, H18 1.098, H19 1.098
9 C -0.27 -1.77 1.59  C7 1.407, C10 1.381, H20 1.095
10 C -1.17 -1.05 0.82  C4 1.428, C9 1.381, H21 1.090
11 H -4.51 0.70 -1.87  C1 1.091
12 H -4.19 2.26 -1.03  C1 1.099
13 H -3.18 1.77 -2.43  C1 1.098
14 H -1.48 2.18 -0.45  C3 1.101
15 H 0.43 1.99 0.84  C5 1.090
16 H 2.05 0.65 2.24  C6 1.093
17 H 1.53 -2.98 3.06  C8 1.094
18 H 2.86 -1.96 2.48  C8 1.098
19 H 1.97 -1.51 3.94  C8 1.098
20 H -0.45 -2.83 1.80  C9 1.095
21 H -2.07 -1.51 0.41  C10 1.090
22 C -3.19 4.95 0.72  C23 1.527, H29 1.098, H30 1.100, H31 1.099
23 C -3.56 5.08 2.19  C22 1.527, C24 1.525, C25 1.556, N28 1.443
24 C -3.48 6.55 2.59  C23 1.525, H32 1.097, H33 1.096, H34 1.096
25 C -4.96 4.50 2.52  C23 1.556, C26 1.532, H35 1.097, H36 1.092
26 C -4.70 3.07 3.00  C25 1.532, C27 1.542, H37 1.091, H38 1.099
27 C -3.29 3.12 3.62  C26 1.542, N28 1.431, H39 1.104, H40 1.102
28 N -2.68 4.27 3.01  C23 1.443, C27 1.431, H41 1.009
29 H -3.91 5.49 0.10  C22 1.098
30 H -2.19 5.38 0.54  C22 1.100
31 H -3.17 3.90 0.40  C22 1.099
32 H -4.21 7.13 2.00  C24 1.097
33 H -3.72 6.67 3.65  C24 1.096
34 H -2.48 6.96 2.40  C24 1.096
35 H -5.39 5.09 3.34  C25 1.097
36 H -5.64 4.55 1.66  C25 1.092
37 H -5.45 2.71 3.71  C26 1.091
38 H -4.69 2.39 2.14  C26 1.099
39 H -3.36 3.28 4.71  C27 1.104
40 H -2.73 2.18 3.47  C27 1.102
41 H -1.68 4.35 2.93  N28 1.009

Its HOMO-LUMO gap is 5.134 eV. Its multiplicity is 1. As for the total charge: +1. Its relative energy (zero: lowest compared OMol25 entry of this formula, charge and spin) is 95.06 kJ/mol.

In elementary charge units, the natural (NBO) charges are: -0.2697, -0.4068, 0.4371, -0.1523, -0.0930, -0.2416, 0.1366, -0.6604, -0.2323, -0.0977, 0.2340, 0.2190, 0.2126, 0.2110, 0.2290, 0.2429, 0.2347, 0.2532, 0.2533, 0.2427, 0.2428, -0.6083, 0.1183, -0.6068, -0.4046, -0.4040, -0.2012, -0.6753, 0.2153, 0.2084, 0.1658, 0.2102, 0.2209, 0.2062, 0.2161, 0.2142, 0.2257, 0.1780, 0.1747, 0.1715, 0.3802